The following is a DFT calculation (the ωB97M-V functional and the def2-TZVPD basis) of C39H66BrGeN2O6SiTi as an isolated structure.

Structure (ORCA input):
```
! RIJCOSX wB97M-V def2-TZVPD def2/J DEFGRID3
* xyz 0 2
Br -0.252 -0.750 -2.207
Ge -2.103 1.078 0.988
Ti 0.664 -0.428 0.675
Si 0.389 -1.630 -4.210
O -1.382 -0.690 0.803
O -0.149 1.347 0.123
O 0.806 -0.117 2.462
O 1.878 -1.914 0.540
O -2.943 0.913 -0.592
O 2.956 -4.453 0.789
N 1.927 1.948 -0.630
N 2.204 0.610 -0.328
C -3.532 -1.747 1.090
C 1.696 0.458 3.398
C 2.355 0.459 -4.118
C 3.108 -2.121 0.148
C -1.923 -3.297 -4.388
C -1.119 -2.310 -6.534
C -3.738 1.845 -1.321
C -0.652 4.224 0.365
C 0.479 5.759 -1.648
C -4.349 2.903 -0.408
C 2.362 -4.245 2.070
C 3.675 -3.410 0.276
C -1.301 -2.047 -5.029
C -0.466 6.318 -0.797
C 1.457 -3.170 -3.809
C -1.656 -2.187 2.692
C 1.809 1.956 3.119
C -2.854 2.496 -2.382
C -1.528 -3.035 0.337
C 5.708 -2.666 -0.804
C 0.862 4.437 -1.491
C 0.287 3.658 -0.490
C 4.940 -3.669 -0.205
C 1.344 -0.207 -5.068
C 2.901 -2.784 -3.468
C -2.339 -0.925 -4.864
C 0.385 0.903 -5.522
C 3.061 -0.215 3.280
C 0.920 -3.932 -2.584
C -4.842 1.030 -1.984
C -1.024 5.551 0.214
C -2.025 -1.914 1.239
C 2.098 -0.727 -6.304
C 0.705 2.246 -0.332
C 1.109 0.221 4.787
C 3.898 -1.107 -0.438
C 1.501 -4.125 -5.015
C 5.192 -1.397 -0.905
C 3.391 0.224 -0.644
H -0.762 7.352 -0.921
H 0.526 -4.559 -5.241
H 2.291 -5.226 2.536
H 2.589 0.115 -6.803
H -0.118 -4.242 -2.681
H 1.599 3.990 -2.144
H 3.756 0.183 4.022
H -1.330 -4.197 -4.547
H 2.271 2.132 2.145
H 4.051 0.960 -1.100
H 5.770 -0.602 -1.361
H -0.286 0.576 -6.317
H 2.992 -3.600 2.686
H -2.124 -3.116 3.023
H 0.919 6.356 -2.436
H 2.870 1.255 -4.667
H -1.996 -1.373 3.336
H -3.264 -1.237 -5.360
H -0.389 -3.093 -6.744
H 1.373 -3.798 1.984
H -1.949 -3.988 0.660
H -2.048 3.061 -1.912
H 0.125 0.689 4.858
H 6.699 -2.890 -1.174
H -2.070 -3.164 -3.314
H 2.874 -1.447 -6.043
H -2.409 1.723 -3.011
H 1.858 0.919 -3.263
H -3.574 3.518 0.054
H 3.489 -0.053 2.288
H -0.576 -2.269 2.819
H -4.402 0.246 -2.603
H -5.001 3.566 -0.980
H -2.570 -0.746 -3.813
H -1.819 -2.848 -0.697
H 5.317 -4.679 -0.106
H -3.432 3.176 -3.010
H -0.437 -3.114 0.377
H -1.071 3.635 1.171
H 3.441 -3.687 -3.165
H 2.179 -4.952 -4.785
H 1.752 0.637 5.564
H -4.943 2.435 0.380
H 2.959 -1.290 3.437
H -1.749 5.987 0.890
H 1.434 -1.196 -7.033
H -0.815 -1.410 -7.070
H 1.010 -3.330 -1.675
H -3.785 -1.484 0.063
H 2.949 -2.088 -2.632
H 1.873 -3.641 -5.921
H -5.471 0.558 -1.226
H 0.812 2.404 3.117
H -2.906 -3.469 -4.838
H 1.527 -4.831 -2.439
H 0.993 -0.849 4.963
H -2.032 0.020 -5.308
H -4.040 -2.675 1.360
H -2.075 -2.632 -6.959
H 0.974 1.738 -5.915
H -3.906 -0.963 1.755
H -5.471 1.662 -2.615
H -0.216 1.284 -4.692
H 2.412 2.454 3.880
H 3.114 -0.225 -3.744
H 3.436 -2.352 -4.313
*
```

For the LUMO energy (alpha / beta), the calculation gives 0.0011 / -0.0028 hartree. As for the HOMO energy (alpha / beta): -0.252 / -0.292 Ha.


The following is a DFT calculation (the ωB97M-V functional and the def2-TZVPD basis) of a 2-piece molecular cluster, C10H16 overall.

Structure (ORCA input):
```
! RIJCOSX wB97M-V def2-TZVPD def2/J DEFGRID3
* xyz 0 1
C -1.689 0.463 -2.104
C -2.144 1.974 0.144
C -2.255 -1.671 -0.900
C -1.533 1.852 -2.159
C 3.172 -1.521 0.392
C -1.766 2.617 -1.032
C 2.942 -0.948 1.805
C 1.996 0.245 1.827
C -2.233 0.596 0.219
C -2.038 -0.179 -0.924
H 2.614 -1.738 2.477
H -1.513 -2.110 -0.224
H -1.637 3.684 -1.103
H 4.091 -1.161 -0.076
H 2.362 -1.245 -0.280
H -1.514 -0.118 -2.995
H 3.937 -0.684 2.176
H -2.392 0.149 1.199
H 1.551 0.385 2.811
H 2.493 1.210 1.699
H -1.188 2.248 -3.100
H -2.320 2.579 1.023
H -3.238 -1.950 -0.514
H -2.129 -2.135 -1.874
H 3.233 -2.611 0.403
H 1.200 0.070 1.111
*
```

For the LUMO energy, the calculation gives 0.0352 hartree. As for the HOMO energy: -0.333 Ha.


The following is a DFT calculation (the ωB97M-V functional and the def2-TZVPD basis) of a 2-piece molecular cluster, C16H17N overall at a distorted geometry.

Structure (ORCA input):
```
! RIJCOSX wB97M-V def2-TZVPD def2/J DEFGRID3
* xyz 0 1
N 2.564 2.839 1.176
C 0.554 -0.665 1.081
C 0.627 0.133 -0.036
C -2.031 -1.356 -2.434
C -2.780 -1.213 -0.190
C -2.733 -0.654 -1.458
C 1.945 0.832 2.504
C -2.096 -2.375 0.126
C 0.987 2.647 -2.122
C -2.107 -2.743 1.587
C -1.435 -2.578 -2.181
C -1.455 -3.111 -0.886
C 1.167 -0.319 2.335
C 2.281 3.361 -0.075
C 1.381 1.318 0.093
C 1.920 1.613 1.339
C 1.630 2.425 -0.799
H 1.276 1.781 -2.706
H -2.789 -3.631 1.697
H -3.501 -0.831 0.544
H 0.131 -1.657 1.192
H 0.022 -0.042 -0.931
H -3.127 0.335 -1.691
H 2.528 0.987 3.382
H -2.318 -1.890 2.249
H -1.085 -4.118 -0.703
H 1.405 3.553 -2.585
H 1.163 -0.889 3.234
H -1.239 -3.198 2.051
H -1.932 -0.886 -3.418
H 2.546 4.349 -0.391
H 3.038 3.374 1.889
H -0.087 2.819 -2.039
H -0.893 -3.224 -2.868
*
```

For the LUMO energy, the calculation gives 0.0357 hartree. As for the HOMO energy: -0.283 Ha.


The following is a DFT calculation (the ωB97M-V functional and the def2-TZVPD basis) of an isolated ion of composition C4H10N and charge +1 at a distorted geometry.

Structure (ORCA input):
```
! RIJCOSX wB97M-V def2-TZVPD def2/J DEFGRID3
* xyz 1 1
N -0.764 -0.839 0.448
C -1.091 0.174 -0.647
C 0.289 0.440 -1.249
C 1.113 0.626 0.146
C 0.326 -0.230 1.180
H 0.694 -0.487 -1.803
H 2.017 0.146 -0.290
H 1.242 1.669 0.401
H -1.478 -1.201 1.115
H 0.838 -1.116 1.650
H 0.351 1.406 -1.762
H 0.077 0.365 2.063
H -1.868 -0.299 -1.315
H -0.455 -1.692 0.061
H -1.292 1.038 0.003
*
```

For the LUMO energy, the calculation gives -0.1300 hartree. As for the HOMO energy: -0.586 Ha.


The following is a DFT calculation (the ωB97M-V functional and the def2-TZVPD basis) of a 2-piece molecular cluster, C3H4ClNO2 overall at a distorted geometry.

Structure (ORCA input):
```
! RIJCOSX wB97M-V def2-TZVPD def2/J DEFGRID3
* xyz 0 1
Cl 2.079 -1.248 0.298
O -0.792 1.639 -0.269
O 3.799 1.267 0.499
N 1.691 0.411 0.009
C -0.804 -0.517 1.068
C -0.462 0.650 0.291
C 2.638 1.319 0.267
H -1.879 -0.675 1.150
H -0.293 -0.524 2.124
H 2.099 2.318 0.019
H -0.256 -1.284 0.514
*
```

For the LUMO energy, the calculation gives -0.0144 hartree. As for the HOMO energy: -0.334 Ha.


The following is a DFT calculation (the ωB97M-V functional and the def2-TZVPD basis) of a single C22H33N3O4 molecule.

Structure (ORCA input):
```
! RIJCOSX wB97M-V def2-TZVPD def2/J DEFGRID3
* xyz 0 1
O 2.417 -0.632 -1.760
O 0.209 3.734 -0.737
O 1.193 0.276 2.755
O -3.740 -3.529 0.458
N 0.287 -1.005 -2.376
N 2.545 1.685 0.696
N 1.916 2.754 -1.829
C -4.104 -1.527 3.532
C -2.800 -1.103 3.691
C 3.532 2.504 0.027
C -1.033 -1.710 -0.426
C 0.677 1.476 2.223
C -1.835 -1.504 2.781
C 2.879 3.445 -0.998
C -3.487 -2.737 1.548
C 0.605 2.950 -1.584
C 1.494 0.867 -3.394
C 2.474 1.913 -2.867
C 1.442 -0.312 -2.408
C 1.972 -0.393 1.790
C 0.050 -2.082 -1.440
C -4.451 -2.342 2.466
C 0.171 1.569 -3.684
C 1.782 2.394 1.706
C 3.111 0.478 1.267
C -5.035 -4.048 0.292
C -0.394 2.140 -2.393
C -1.112 -2.731 0.713
C -2.158 -2.321 1.712
H 1.909 0.455 -4.322
H -0.737 1.340 -1.731
H 1.345 -0.678 0.936
H 0.367 2.384 -4.386
H -1.361 -3.710 0.302
H -5.773 -3.254 0.136
H 2.814 2.553 -3.695
H 3.656 3.887 -1.631
H 2.424 2.710 2.549
H -0.010 1.252 1.394
H -5.337 -4.660 1.148
H 4.219 1.829 -0.489
H 1.000 -2.266 -0.934
H -2.004 -1.650 -0.923
H 2.339 4.245 -0.489
H -0.809 -0.727 -0.004
H -0.553 0.906 -4.166
H -0.501 -0.705 -2.926
H 3.634 -0.072 0.483
H 4.127 3.114 0.731
H 0.121 1.955 3.030
H -5.477 -2.658 2.361
H -0.142 -2.791 1.208
H 3.813 0.703 2.090
H -2.529 -0.466 4.519
H 1.316 3.272 1.258
H 2.362 -1.289 2.277
H -1.253 2.785 -2.588
H -0.813 -1.176 2.907
H -4.989 -4.674 -0.598
H -4.866 -1.227 4.235
H -0.239 -2.985 -1.986
H 3.341 1.390 -2.456
*
```

For the LUMO energy, the calculation gives 0.0229 hartree. As for the HOMO energy: -0.307 Ha.


Relative energy (zero: lowest compared OMol25 entry of this formula, charge and spin) (computed, kcal per mole): 0.0, 9.3, 27.4, 27.4, 79.9, 23.6
E (computed, eV): -214338.597, -10629.341, -18357.152, -5792.669, -21280.057, -36010.770